The ion C7H15N2O2 with charge +1 in a non-equilibrium geometry, computed with ωB97M-V/def2-TZVPD.

The molar mass comes out at 159.2 g/mol. For the energy relative to the best compared isomer or geometry (same formula, charge and spin), the calculation gives 126.69 kcal/mol. The LUMO energy is -4.4 eV. As for the electronic energy: -535.27795 hartree. As for the SMILES: CC(C)=C(N=O)[N@H+](C)CCO.

The geometry in ORCA input format:
```
! wB97M-V def2-TZVPD RIJCOSX def2/J DEFGRID3
* xyz 1 1
H -0.07 -2.20 -0.55
O 2.27 -1.03 -0.24
H 0.35 1.91 1.81
C -1.77 -0.58 -0.17
H -3.60 0.35 -0.19
N 0.41 0.54 0.32
C 1.27 0.93 -0.85
O -0.82 2.81 -0.17
H 1.17 1.94 -0.90
C 0.87 1.04 1.70
H 0.59 0.40 2.58
H -3.20 -0.54 -1.51
H 3.12 -1.42 -0.05
H 0.86 0.52 -1.69
H 3.22 0.67 0.11
H -3.57 -1.50 -0.03
C 2.67 0.24 -0.69
H 3.03 0.38 -1.73
C -3.18 -0.64 -0.52
H 0.76 -0.36 0.48
N -1.62 1.92 -0.23
C -1.09 -1.95 0.02
H -1.63 -2.82 -0.25
H -1.02 -2.24 0.99
C -1.07 0.55 0.10
H 2.04 1.09 1.67
*
```


A cluster of 3 separate species, C7H15N2O5 in total in a non-equilibrium geometry, computed with ωB97M-V/def2-TZVPD.

The molar mass comes out at 207.2 g/mol. For the energy relative to the best compared isomer or geometry (same formula, charge and spin), the calculation gives 89.06 kcal/mol. The LUMO energy is 3.5 eV. As for the electronic energy: -761.30499 hartree.

The geometry in ORCA input format:
```
! wB97M-V def2-TZVPD RIJCOSX def2/J DEFGRID3
* xyz -1 1
N 1.95 -0.46 -0.88
H 1.90 2.16 2.28
H -3.24 -1.28 1.50
C -3.89 -0.74 -0.51
H -3.40 0.48 1.20
O -1.69 -0.46 0.53
H 3.60 -1.35 1.01
H -3.43 -1.60 -1.03
O 1.16 0.33 -1.61
H 0.85 -2.11 -1.51
N -1.38 0.60 -0.40
H 2.14 -3.71 -0.27
O -3.92 0.39 -1.34
H 1.56 0.89 0.99
C -3.08 -0.48 0.77
C 1.66 2.95 0.21
C 1.67 -1.72 -0.89
H 2.07 3.92 0.50
H -1.06 1.40 0.16
C 2.40 -2.67 -0.10
H 1.57 1.66 -1.32
H 3.83 -3.14 1.39
O 1.86 2.69 -1.08
C 3.33 -2.37 0.82
C 1.56 1.93 1.27
H -4.92 -0.99 -0.26
H -0.54 0.29 -0.92
O 0.43 2.68 0.85
H -3.00 0.72 -1.36
*
```